An isolated molecule of C5H9NO. Source: OMol25; level of theory: the ωB97M-V functional and the def2-TZVPD basis.

The geometry in XYZ format:
```
16
Properties=species:S:1:pos:R:3:forces:R:3:lowdin_charge:R:1
C -1.311 -0.111 1.259 0.03 0.02 -0.02 -0.06
C -1.214 0.040 -0.240 -0.13 -0.16 0.09 -0.33
N -0.937 1.394 -0.743 -0.18 0.19 -0.08 0.06
C 0.048 0.344 -0.950 0.42 -0.54 0.00 -0.31
C 1.368 0.353 -0.208 -0.03 0.20 0.05 -0.12
C 1.843 -1.060 0.045 -0.40 -0.15 -0.29 -0.25
O 1.345 -2.016 -0.505 0.47 0.26 0.41 0.05
H -0.636 0.582 1.770 -0.10 -0.12 -0.09 0.07
H -2.327 0.125 1.595 0.13 -0.06 -0.05 0.08
H -1.075 -1.135 1.569 -0.04 0.14 -0.05 0.08
H -1.918 -0.576 -0.800 0.05 0.20 0.05 0.14
H -1.453 1.553 -1.605 0.13 0.11 0.14 0.09
H 0.139 -0.069 -1.953 -0.09 0.05 0.12 0.14
H 1.312 0.873 0.754 -0.09 0.00 -0.11 0.11
H 2.150 0.880 -0.774 -0.08 -0.09 0.04 0.12
H 2.666 -1.177 0.787 -0.11 -0.05 -0.23 0.12
```
Positions in Å, forces in eV/Å.

Electronic energy   -8867.199 eV
ΔE to the lowest compared entry with this formula, charge and spin   46.44 kcal/mol
SMILES string   C[C@H]1N[C@H]1CC=O
LUMO energy   1.07 eV